DFT (ωB97M-V with the def2-TZVPD basis set) results for 2 unconnected molecules or ions with the total composition C5H6FN in a non-equilibrium geometry.

Summary:
Kohn-Sham gap in eV: 8.91
Net charge: 0
Strongest force on any atom in eV/Å: 7.1
ΔE to the lowest compared entry with this formula, charge and spin in kJ/mol: 473.67
Total energy in hartree: -348.55181

Structure (XYZ):
```
13
Properties=species:S:1:pos:R:3:forces:R:3
C 3.74635 -0.54986 -0.00069 1.8138 -0.9394 1.0041
C 0.07352 0.28161 0.25655 2.1726 1.3209 -0.2573
C 0.87243 -0.54503 -0.38935 1.8848 6.3626 2.5831
C -1.37722 -0.00281 0.46925 -0.1700 0.1281 2.4656
C 2.99210 0.51357 -0.49868 -3.0874 0.4780 -2.0622
N 4.46139 -1.37400 0.39140 -0.7880 0.3529 -0.3043
F 2.83798 1.60135 0.31042 0.0855 -0.4270 0.1585
H 0.59488 1.29162 0.57112 -1.2540 -1.9443 -0.4424
H 1.10326 -1.30723 -0.96448 0.4048 -3.7961 -2.2991
H -1.96571 0.63153 -0.22048 -0.0016 -1.1889 -0.1026
H -1.35535 -1.12286 0.51390 -1.3245 0.9907 -0.7885
H -1.77126 0.32455 1.51132 0.9934 -0.4426 -1.5211
H 3.29062 0.88734 -1.54386 -0.7294 -0.8949 1.5664
```
Positions in Å, forces in eV/Å.

---

DFT (ωB97M-V with the def2-TZVPD basis set) results for a molecular structure, C26H22FN2O8S2 in a non-equilibrium geometry.

Summary:
Kohn-Sham gap in eV: 7.43
Net charge: -1
Strongest force on any atom in eV/Å: 5.0
Total energy in hartree: -2611.63534

Structure (XYZ):
```
61
Properties=species:S:1:pos:R:3:forces:R:3
C -0.27223 2.29860 1.78741 -0.9224 -1.8959 -1.2651
C -1.69781 2.66376 2.11403 -0.8993 0.9159 0.8452
C -1.85029 3.65547 3.27165 -0.0401 -0.1117 -0.0502
O -2.36664 3.29768 0.97504 0.1306 -0.2598 -0.2235
C -2.65750 2.55124 -0.11585 -0.8289 1.5323 0.0371
O -2.56124 2.95277 -1.24053 -0.8252 0.3635 0.3803
C -2.86504 1.08509 0.16212 1.7481 0.8220 -0.4613
C -3.44492 0.20544 -0.87008 -0.4470 -0.6173 -0.6379
C -2.33328 -0.56442 -1.58121 -0.6951 0.1226 0.1195
C -1.79640 -1.69194 -0.96887 0.0964 0.1519 -0.1877
C -0.69244 -2.30822 -1.53727 0.0495 -0.1643 0.0325
C -0.18272 -1.82347 -2.74974 -0.4030 0.1092 0.1862
C 0.95744 -2.46411 -3.33864 2.7877 -1.6654 -1.5458
N 1.88485 -3.00825 -3.82588 -2.7788 1.5959 1.4094
C -0.78165 -0.72670 -3.38119 0.1947 0.0883 -0.2411
C -1.83563 -0.06331 -2.77687 0.0801 -0.3180 0.3715
C -2.90236 0.60790 1.57259 1.0761 -1.1702 1.9784
O -3.06706 -0.56582 1.84692 -0.5904 1.6630 -0.2922
O -2.48909 1.49438 2.51410 -0.1704 -0.4146 -0.7776
H -0.47094 1.54108 0.87832 2.6175 2.3048 3.5627
H 0.24345 3.18485 1.42255 0.1968 -0.1119 0.2205
H 0.20586 1.81595 2.66744 -0.0781 0.4297 -0.7756
H -2.90869 3.88603 3.48179 0.4538 -0.1529 -0.1337
H -1.36180 3.25972 4.16868 -0.2501 -0.1809 -0.2020
H -1.30815 4.57396 3.04083 -0.1577 -0.0421 -0.2281
H -4.10621 -0.49758 -0.36337 -0.2218 0.0786 -0.2572
H -3.95726 0.84479 -1.58580 -0.2615 -0.1889 -0.0531
H -2.21582 -2.01143 -0.01732 0.2176 -0.1118 -0.1858
H -0.22075 -3.16260 -1.04859 -0.0928 0.2823 -0.1270
H -0.40431 -0.37267 -4.33587 0.1152 -0.0837 0.2149
H -2.23472 0.87873 -3.14773 0.0893 -0.2873 -0.2023
C 2.06831 1.16803 -4.14937 -0.0956 -0.2123 0.3998
C 3.06010 0.28860 -3.71975 0.1302 0.0022 0.0685
C 3.39767 0.20616 -2.36913 -0.1601 0.0336 -0.0758
C 2.71947 0.96640 -1.42274 0.1754 -0.0107 -0.8089
S 3.37423 0.97382 0.25477 -0.2837 -0.8114 0.1726
N 3.21542 -0.60339 0.74826 -1.4748 1.6895 1.5862
F -1.42280 1.06738 -0.06257 -0.1147 -2.7281 -1.4871
S 2.69534 -0.82879 2.32700 0.9296 -0.5761 -1.5559
C 1.40155 -2.08142 2.22536 -0.0534 -0.2271 -0.0088
C 0.05511 -1.76994 2.44117 0.0786 0.0071 -0.0738
C -0.88929 -2.79334 2.53794 0.0817 -0.1114 -0.0099
C -0.49911 -4.13159 2.43564 0.1424 0.2359 -0.2281
C 0.84222 -4.42886 2.18054 -0.2023 0.1759 0.1048
C 1.78282 -3.40582 2.08417 -0.0579 -0.2273 -0.1249
O 3.80773 -1.44018 3.03697 -0.8433 0.1620 -0.1597
O 1.98272 0.24563 2.96541 0.2470 0.6197 0.1049
O 4.80701 1.22240 0.19081 -0.9424 0.3161 -0.3058
O 2.50427 1.98810 0.83386 0.7062 -0.4641 0.4916
C 1.66355 1.80291 -1.84233 0.1880 -0.3014 0.1903
C 1.34431 1.89349 -3.20147 0.1024 0.1180 0.1693
H 1.83146 1.25277 -5.20607 0.0204 -0.0100 0.0954
H 3.58678 -0.34232 -4.43083 -0.0663 0.1513 0.0397
H 4.19788 -0.44061 -2.01988 -0.0780 0.0338 -0.1757
H -0.26542 -0.73519 2.55449 0.2207 -0.2025 -0.0066
H -1.93459 -2.53312 2.70196 0.2731 -0.0706 0.0074
H -1.24163 -4.92827 2.52841 0.2629 0.2304 -0.0192
H 1.16271 -5.45799 2.08321 -0.0035 -0.0311 -0.0114
H 2.83009 -3.62175 1.90796 -0.0441 -0.0622 0.0746
H 1.08774 2.37609 -1.11445 0.3331 -0.1604 -0.1196
H 0.52770 2.55388 -3.51801 0.3376 -0.2523 0.1551
```
Positions in Å, forces in eV/Å.